Entry 1:
C24H28FeN6O3STe | ωB97M-V/def2-TZVPD

Each line ends with the Mulliken spin population.
Atoms and positions in Å:
N: -0.51 0.27 2.79  0.06
H: 3.76 -0.12 -4.07  0.00
S: 2.30 -0.37 0.03  0.29
H: -3.09 3.02 1.16  0.00
C: -3.21 2.97 -2.24  0.00
C: 2.53 1.34 -0.29  0.00
H: 0.97 4.36 2.62  0.00
H: -5.56 5.30 -1.51  0.00
H: -1.89 1.56 6.15  0.00
H: 0.80 -6.44 -4.07  0.00
H: -1.24 -3.12 -1.15  0.00
C: 0.83 2.24 2.43  0.02
C: -0.62 1.97 4.47  0.00
C: 1.52 3.47 2.92  0.01
C: 2.44 -5.78 -1.18  0.01
Te: 0.30 -2.89 1.07  0.17
H: -1.61 -1.43 3.10  0.00
O: -2.28 -1.35 0.66  0.00
N: -1.05 1.33 -1.65  -0.02
H: -0.53 -4.52 -3.29  0.00
H: 1.61 3.47 4.00  0.00
Fe: 0.02 -0.01 0.68  4.08
H: -2.53 -0.70 5.28  0.00
O: -0.17 0.47 -1.28  0.12
H: 5.02 1.35 -2.43  0.00
H: 3.08 1.51 -3.99  0.00
C: 1.69 -4.70 -0.74  0.00
C: -4.79 4.55 -1.34  0.00
H: -2.95 -2.03 0.81  0.00
C: 1.05 -5.95 -3.14  0.00
C: -2.83 2.67 -0.94  0.00
C: 0.30 -4.87 -2.70  0.00
H: 2.50 3.52 2.47  0.00
N: 3.39 1.73 -1.23  0.01
C: -1.34 -0.47 3.52  0.00
O: -1.68 1.19 0.50  0.10
N: 1.93 2.28 0.42  0.01
C: -4.40 4.23 -0.05  0.00
H: 2.92 -3.38 0.51  0.00
H: -4.51 4.17 -3.44  0.00
N: -1.81 1.69 -0.71  0.03
C: -4.20 3.92 -2.43  0.00
H: 2.71 -7.25 -2.72  0.00
H: -2.75 2.47 -3.07  0.00
C: 2.03 -4.02 0.57  0.00
C: -3.41 3.28 0.16  0.00
C: 4.08 0.86 -2.17  0.01
C: -1.50 1.19 5.21  0.00
H: 2.17 -4.74 1.37  0.00
H: 4.33 -0.07 -1.66  -0.01
H: -2.71 -0.49 0.57  0.00
H: 2.28 0.18 -3.14  0.00
C: -0.14 1.48 3.27  0.01
H: 3.45 2.73 -1.36  0.00
H: -0.32 2.95 4.81  0.00
H: 0.19 -2.14 -1.50  0.01
C: 3.25 0.59 -3.42  0.00
H: 3.27 -6.14 -0.59  0.00
C: 0.61 -4.25 -1.49  -0.01
H: -4.86 4.72 0.79  0.00
C: -0.16 -3.04 -1.02  0.00
C: -1.86 -0.06 4.73  0.00
C: 2.12 -6.41 -2.38  0.00
N: 1.04 1.72 1.28  0.09

Values from the calculation:
2S+1: 6
Expectation value of S²: 8.7682
Charge: +1
HOMO-LUMO gap (alpha / beta) in eV: 7.73 / 6.84
LUMO (alpha / beta) in eV: -3.032 / -3.904
Strongest force on any atom in eV/Å: 0.6

---

Entry 2:
C2H8N2S2 | ωB97M-V/def2-TZVPD

Each line ends with the Löwdin charge.
Atoms and positions in Å:
N: 0.41 -1.12 2.12  -0.08
H: -1.07 -0.71 3.51  0.08
C: 1.24 -0.06 2.43  -0.35
H: 0.59 -1.37 1.16  0.08
H: 0.48 -0.23 -0.76  -0.21
C: -1.00 -0.91 2.44  -0.12
H: -1.45 -0.08 1.88  0.06
S: -0.76 -0.26 -1.29  0.21
H: 2.69 1.07 2.00  0.04
H: -1.58 -1.79 2.15  0.08
H: -0.62 2.16 -2.32  -0.21
H: 1.07 0.34 3.43  0.12
N: 2.06 0.39 1.57  0.08
S: -0.39 0.97 -2.87  0.23

Values from the calculation:
Structure (SMILES): [H]/N=C/NC.SS
2S+1: 1
Charge: 0
HOMO-LUMO gap in eV: 9.89
LUMO in eV: 0.486
Strongest force on any atom in eV/Å: 0.6

---

Entry 3:
C3H9NO2 | ωB97M-V/def2-TZVPD

Each line ends with the Löwdin charge.
Atoms and positions in Å:
H: -0.67 -2.65 1.00  0.11
C: -1.01 1.87 0.06  -0.03
H: 3.57 0.72 0.46  0.23
N: -0.53 0.40 0.03  0.00
H: 3.08 0.00 -1.19  0.13
H: 0.66 -1.60 0.03  0.09
O: -2.51 -0.51 -0.26  0.07
H: 0.43 0.29 0.35  0.09
H: -0.48 2.57 -0.60  0.06
O: 2.82 -0.20 -0.10  -0.32
C: -1.36 -0.60 -0.03  -0.64
H: -0.71 -2.57 -0.66  0.05
C: -0.50 -1.88 0.13  -0.01
H: -0.76 2.17 1.11  0.09
H: -2.04 1.99 -0.35  0.08

Values from the calculation:
2S+1: 1
Charge: 0
HOMO-LUMO gap in eV: 9.15
LUMO in eV: -0.265
Strongest force on any atom in eV/Å: 7.1

---

Entry 4:
C19H26N2O3S | ωB97M-V/def2-TZVPD

Each line ends with the Löwdin charge.
Atoms and positions in Å:
H: 2.43 1.87 -1.15  0.12
C: -5.67 -2.04 0.13  -0.23
C: 4.09 2.72 0.92  -0.09
C: -2.20 0.49 -0.66  0.05
O: 0.22 1.91 -0.31  0.06
C: 4.03 -0.89 0.17  -0.48
C: 0.24 0.73 -0.63  -0.45
H: -6.65 -1.35 1.91  0.08
C: 4.68 -3.24 -0.30  -0.41
C: -5.64 -1.57 1.58  -0.05
H: -3.54 2.24 0.97  0.07
O: -4.62 0.38 -0.75  -0.08
N: 4.54 1.43 0.44  -0.24
C: 3.46 0.49 0.16  -0.32
H: 6.38 2.06 -0.26  0.09
H: -4.05 2.22 -1.51  0.12
C: -2.10 -2.22 -0.28  0.01
C: -3.40 -0.21 -0.59  -0.18
H: -2.09 -3.28 -0.12  0.12
S: 3.67 -2.07 -1.06  1.04
C: 5.25 -2.75 0.83  -0.18
H: -2.19 1.56 -0.80  0.11
H: 5.11 2.14 -1.50  0.09
H: 5.23 -0.85 1.93  0.12
H: -4.70 3.49 0.53  0.08
H: 5.92 -3.32 1.45  0.10
H: -5.22 -2.34 2.22  0.08
H: 4.77 -4.21 -0.74  0.06
C: -0.96 -0.14 -0.56  -0.13
H: 0.02 -2.03 -0.25  0.11
C: 5.49 1.56 -0.64  -0.09
C: 2.64 0.80 -1.11  -0.16
C: -4.74 1.78 -0.77  -0.23
C: -0.92 -1.51 -0.37  -0.03
H: 1.34 -0.85 -1.33  0.08
H: 2.76 0.57 1.01  0.16
C: 4.88 -1.41 1.09  -0.12
H: -5.77 1.96 -1.12  0.13
O: -4.40 -2.46 -0.33  -0.03
H: 3.59 3.33 0.16  0.09
H: 5.78 0.57 -0.99  0.09
N: 1.36 0.13 -1.10  0.06
H: 4.96 3.27 1.28  0.08
C: -4.54 2.42 0.60  -0.06
H: -6.08 -1.26 -0.52  0.11
H: -5.04 -0.67 1.68  0.06
H: -6.29 -2.94 0.04  0.12
H: 3.19 0.50 -2.01  0.11
H: 3.41 2.57 1.76  0.09
H: -5.26 2.01 1.31  0.08
C: -3.34 -1.60 -0.39  -0.19

Values from the calculation:
Structure (SMILES): CCOc1ccc(C(=O)NC[C@@H](c2cccs2)N(C)C)cc1OCC
2S+1: 1
Charge: 0
HOMO-LUMO gap in eV: 8.80
LUMO in eV: 0.636
Strongest force on any atom in eV/Å: 0.7

---

Entry 5:
C5H14NO2 | ωB97M-V/def2-TZVPD

Each line ends with the Löwdin charge.
Atoms and positions in Å:
H: 2.56 0.04 -1.13  0.14
H: -0.19 0.86 2.49  0.13
C: 0.52 -0.74 -0.99  -0.10
C: 0.84 1.44 0.88  -0.26
H: 2.93 1.06 0.74  0.15
H: 0.39 1.87 -0.05  0.13
H: -2.48 -2.15 -0.20  0.20
O: -0.38 0.93 1.50  -0.18
H: -3.16 1.30 -1.21  0.05
N: -1.77 -1.62 -0.80  0.18
H: 2.10 -0.22 1.86  0.14
O: -2.27 1.12 -1.00  -0.03
H: 1.08 2.32 1.68  0.16
H: -2.18 -0.62 -0.85  0.12
H: -2.09 1.41 -0.06  0.09
C: -0.39 -1.38 -0.23  -0.07
H: 2.38 -1.43 -0.17  0.10
C: 1.94 0.40 0.89  -0.17
H: -0.25 -1.53 0.84  0.13
C: 1.87 -0.54 -0.44  -0.18
H: -1.80 -2.01 -1.69  0.13
H: 0.31 -0.50 -2.06  0.14

Values from the calculation:
2S+1: 1
Charge: +1
HOMO-LUMO gap in eV: 10.13
LUMO in eV: -3.176
Strongest force on any atom in eV/Å: 4.6